[1]
Below is a cluster of 10 separate species, C48H125N9O15 in total in a non-equilibrium geometry, with properties calculated with ωB97M-V/def2-TZVPD.

As for the lowest unoccupied orbital energy: 0.524 eV. The calculation puts the HOMO-LUMO gap at 8.65 eV. For the highest occupied orbital energy, the calculation gives -8.126 eV. Its SMILES is COC[C@H](C)N.COC[C@H](C)N.COC[C@H](C)N.COC[C@H](C)N.COCCNCCOC.COCCNCCOC.COCCNCCOC.COCCNCCOC.COCCNCCOC.CCO.

The geometry in ORCA input format:
```
! wB97M-V def2-TZVPD RIJCOSX def2/J DEFGRID3
* xyz 0 1
C 2.33480 5.46578 0.37245
C 1.97745 4.73343 1.64666
O 1.75884 3.38588 1.35238
H 2.38071 6.53049 0.60131
H 1.56109 5.43087 -0.39452
H 3.21002 4.96366 -0.03983
H 1.03608 5.13964 2.01668
H 2.70297 4.99067 2.41839
H 0.90887 3.38673 0.90611
C -6.94819 2.76028 0.50403
O -5.89305 3.19268 1.25940
C -4.83928 2.21505 1.38820
C -3.89175 2.77929 2.48965
N -2.92889 3.76693 1.92111
C -2.07824 4.38891 2.96929
C -2.74676 5.04085 4.26310
O -3.47638 6.25195 3.84964
C -4.40718 6.66762 4.86055
H -7.81669 3.40376 0.36346
H -7.28755 1.83854 0.97661
H -6.54134 2.47829 -0.46708
H -4.37715 2.03836 0.41695
H -5.19215 1.22988 1.69322
H -3.27021 2.00412 2.93787
H -4.62162 3.16773 3.19993
H -3.61164 4.43238 1.58774
H -1.43313 5.04200 2.38156
H -1.34453 3.64801 3.28684
H -2.06051 5.41180 5.02439
H -3.42762 4.33213 4.73454
H -3.92669 6.70107 5.83836
H -5.27154 6.00369 4.84696
H -4.60804 7.70981 4.61237
C 0.58177 0.98349 4.97952
O 0.07906 -0.18350 5.60760
C 0.89780 -1.28550 5.78418
C 0.06507 -2.53819 6.10969
N 0.91819 -3.75971 6.18722
C 1.71164 -3.63528 7.45944
C 2.26268 -5.04238 7.82165
O 1.20366 -5.90125 8.29281
C 1.62997 -7.22856 8.38461
H 1.01071 0.62826 4.04255
H 1.33420 1.51952 5.55800
H -0.23991 1.63653 4.68547
H 1.57385 -1.07752 6.61351
H 1.41640 -1.42023 4.83496
H -0.60647 -2.73416 5.27378
H -0.54303 -2.52398 7.01418
H 0.33233 -4.56836 6.33874
H 1.17801 -3.31658 8.35486
H 2.57483 -2.97366 7.38677
H 3.00066 -4.98645 8.62187
H 2.70451 -5.56112 6.97089
H 2.45327 -7.26708 9.09791
H 1.93439 -7.66072 7.43137
H 0.81915 -7.88935 8.69127
C 3.92471 -4.71596 -0.18013
O 3.94230 -3.33941 0.14750
C 3.41397 -2.46944 -0.89083
C 2.99346 -1.14668 -0.20320
N 3.98943 -0.34217 0.42499
C 3.54175 0.44076 1.53493
C 3.30737 -0.44396 2.79037
O 4.41022 -1.26606 3.12739
C 4.23217 -2.08251 4.29376
H 2.91706 -5.09866 -0.01799
H 4.64212 -5.25128 0.44184
H 4.22689 -4.71258 -1.22740
H 2.57747 -2.91250 -1.43125
H 4.23767 -2.36763 -1.59742
H 2.26852 -1.44628 0.55363
H 2.58034 -0.47244 -0.95342
H 4.62496 -1.03680 0.79063
H 2.67916 1.07178 1.32083
H 4.33698 1.14333 1.78415
H 2.43276 -1.08948 2.70994
H 3.12783 0.22518 3.63187
H 3.45775 -2.84543 4.21420
H 4.12983 -1.49523 5.20630
H 5.10578 -2.66418 4.58797
C 0.60922 -4.54237 1.23331
O 0.01122 -3.82119 0.21446
C -1.15220 -4.39684 -0.28309
C -1.90678 -3.39882 -1.22387
N -3.08255 -4.00577 -1.86544
C -3.86522 -3.04336 -2.58566
C -3.15173 -2.47817 -3.85247
O -2.35067 -1.32254 -3.54618
C -3.13905 -0.16628 -3.22983
H -0.12221 -4.79605 2.00061
H 1.34146 -3.92648 1.75543
H 1.04348 -5.49182 0.92018
H -1.78377 -4.62125 0.57647
H -0.80388 -5.27370 -0.82889
H -1.18814 -3.02044 -1.95085
H -2.13062 -2.54829 -0.57999
H -2.84643 -4.72862 -2.53015
H -4.06566 -2.22448 -1.89476
H -4.83038 -3.41784 -2.92674
H -3.83549 -2.29600 -4.68155
H -2.35953 -3.12172 -4.23504
H -3.77755 0.19723 -4.03498
H -2.45654 0.63685 -2.95189
H -3.77237 -0.33091 -2.35811
C 3.51182 2.18190 -2.77117
O 4.53695 2.33707 -3.74682
C 4.73284 1.21616 -4.54005
C 5.99871 1.28141 -5.45019
N 5.83166 2.29839 -6.48343
C 7.00851 2.34669 -7.35322
C 6.89350 3.53346 -8.36031
O 7.50233 4.64847 -7.73247
C 7.64381 5.75134 -8.66909
H 3.45629 1.20513 -2.29062
H 2.60158 2.33060 -3.35208
H 3.53650 2.93998 -1.98835
H 3.83758 1.08920 -5.14874
H 4.88358 0.36112 -3.88104
H 6.10215 0.27982 -5.86759
H 6.78285 1.51151 -4.72888
H 5.61587 3.21024 -6.10652
H 7.23181 1.41588 -7.87460
H 7.86471 2.54448 -6.70831
H 5.84062 3.68053 -8.60097
H 7.40370 3.24500 -9.27932
H 6.68408 6.09910 -9.05129
H 8.23009 5.49035 -9.55015
H 8.21585 6.57156 -8.23537
C 0.25087 0.41787 -4.62978
C -0.04079 -0.18725 -5.96994
C 0.69585 -1.53195 -6.13488
O 2.09768 -1.30866 -6.08157
C 2.97291 -2.35494 -6.38162
N -1.51941 -0.37266 -5.93530
H 0.11746 -0.30395 -3.82400
H -0.33639 1.33369 -4.56262
H 1.30327 0.68262 -4.52745
H 0.12923 0.47211 -6.82108
H 0.32784 -2.06928 -7.00892
H 0.49468 -2.22432 -5.31741
H 3.04382 -2.66865 -7.42309
H 2.70933 -3.28472 -5.87750
H 3.95877 -1.96265 -6.13203
H -1.95508 0.52979 -5.80930
H -1.66599 -0.77593 -5.02098
C -3.26400 -4.68883 3.91400
C -3.25119 -6.17182 3.50733
C -4.30443 -6.54246 2.49439
O -5.57093 -6.49381 3.10866
C -6.64828 -7.06053 2.32010
N -1.92564 -6.38455 3.00735
H -3.18953 -4.09434 3.00344
H -2.40850 -4.35900 4.50344
H -4.17269 -4.30682 4.37924
H -3.36726 -6.77027 4.41092
H -4.15900 -7.52866 2.05354
H -4.22586 -5.88281 1.63022
H -6.96916 -6.37923 1.53209
H -7.37908 -7.05954 3.12882
H -6.59927 -8.10973 2.02877
H -1.13823 -6.31032 3.63550
H -1.78758 -7.32506 2.66607
C -4.80983 4.20001 -2.67988
C -4.03104 4.99579 -1.59834
C -2.65990 5.58102 -2.10740
O -1.61170 4.64008 -2.26465
C -0.42439 5.15014 -2.87607
N -4.92766 6.04185 -1.21188
H -4.19816 3.52313 -3.27636
H -5.27704 4.85571 -3.41464
H -5.61554 3.62675 -2.22129
H -3.71662 4.31871 -0.80411
H -2.25068 6.25788 -1.35740
H -2.76628 6.06013 -3.08066
H 0.39395 4.43475 -2.79462
H -0.14539 6.06067 -2.34579
H -0.50988 5.43313 -3.92522
H -5.11280 6.11000 -0.22133
H -5.84118 5.78719 -1.55936
C 0.05288 1.68075 -1.55823
C -0.86302 1.96461 -0.35470
C -0.80515 1.03588 0.87158
O -1.35796 -0.28415 0.68874
C -1.07367 -1.11724 1.79769
N -0.74599 3.33627 0.05509
H 0.04921 0.63704 -1.87249
H 1.07102 1.98501 -1.31550
H -0.28161 2.18301 -2.46595
H -1.89588 1.92950 -0.70121
H -1.19732 1.49419 1.77947
H 0.24092 0.92450 1.15697
H -1.72101 -1.97219 1.60248
H -1.34637 -0.66653 2.75194
H -0.01890 -1.38401 1.73136
H -1.48593 3.54527 0.71000
H -0.93563 3.84934 -0.79397
*
```


[2]
Below is a cluster of 11 separate species, C48H128B2BrF8N8O16 in total in a non-equilibrium geometry, with properties calculated with ωB97M-V/def2-TZVPD.

As for the lowest unoccupied orbital energy: -8.744 eV. The calculation puts the HOMO-LUMO gap at 8.34 eV. For the highest occupied orbital energy, the calculation gives -17.080 eV.

The geometry in ORCA input format:
```
! wB97M-V def2-TZVPD RIJCOSX def2/J DEFGRID3
* xyz 5 1
Br -0.17813 -1.63513 0.12581
C 2.57139 6.35281 -0.94465
O 2.79302 5.56279 0.31260
C 3.57884 6.12809 1.36796
C 3.81782 5.17354 2.60600
N 3.72271 3.72227 2.15832
H 3.27600 3.15368 2.86348
H 3.11675 3.70089 1.35058
C 4.91446 3.09302 1.42359
C 4.65510 1.70578 0.79419
O 3.65911 1.82891 -0.10569
C 3.34611 0.62849 -0.68585
H 3.51959 6.70599 -1.34997
H 1.73394 7.02229 -0.74826
H 2.05568 5.78366 -1.71809
H 2.82161 6.87070 1.61941
H 4.52946 6.49757 0.98339
H 3.07485 5.40632 3.36882
H 4.77384 5.31217 3.11090
H 5.70089 3.12269 2.17774
H 5.24854 3.69553 0.57892
H 4.57564 0.93544 1.56124
H 5.59239 1.48699 0.28259
H 2.63354 0.15386 -0.01126
H 4.22103 0.01584 -0.90331
H 2.85356 0.64709 -1.65805
C 1.43243 -1.63740 -3.46689
O 2.86405 -1.96764 -3.58570
C 3.49203 -2.06260 -4.78671
C 5.02613 -1.83756 -4.47550
N 5.19160 -0.36769 -4.09215
H 4.35479 -0.18694 -3.55626
H 5.89632 -0.32884 -3.36968
C 5.38727 0.67738 -5.15679
C 5.64427 2.14930 -4.60212
O 4.48709 2.60747 -3.85069
C 4.69865 3.73465 -3.08589
H 1.03724 -1.00192 -4.25941
H 1.22513 -1.25248 -2.46841
H 0.84366 -2.55013 -3.55850
H 3.15604 -1.40019 -5.58448
H 3.42626 -3.09760 -5.12220
H 5.61928 -1.93100 -5.38520
H 5.32651 -2.58642 -3.74264
H 4.64278 0.68578 -5.95287
H 6.30636 0.39426 -5.66983
H 5.86118 2.88198 -5.37943
H 6.54581 2.12608 -3.98991
H 5.14028 4.54880 -3.66054
H 5.26553 3.34754 -2.23921
H 3.72011 4.11801 -2.79673
C -1.72489 -9.19744 -0.85869
O -0.41538 -8.72631 -0.65198
C 0.58044 -9.84546 -0.71916
C 1.83357 -9.59877 0.12600
N 1.52910 -8.75006 1.39779
H 1.14388 -7.84833 1.15575
H 0.75533 -9.21350 1.85231
C 2.68593 -8.36938 2.31517
C 2.20679 -7.19774 3.17491
O 2.08784 -5.93018 2.42430
C 1.28173 -5.03902 3.16889
H -2.10095 -9.74893 0.00301
H -1.67008 -9.81309 -1.75650
H -2.46348 -8.43732 -1.11324
H 0.99263 -10.00000 -1.71632
H 0.18384 -10.79980 -0.37269
H 2.70748 -9.18805 -0.37966
H 2.32421 -10.51510 0.45419
H 3.52035 -8.13016 1.65591
H 2.87634 -9.31933 2.81461
H 2.87189 -7.11888 4.03487
H 1.26913 -7.39007 3.69635
H 1.24224 -4.04602 2.72114
H 1.62880 -5.03217 4.20213
H 0.27472 -5.44966 3.09530
C -6.90305 5.56433 1.92353
O -5.65396 6.25652 1.88646
C -5.26040 6.97161 3.13460
C -3.92834 7.86011 3.02240
N -2.79913 7.09532 2.19247
H -3.30734 6.49874 1.55535
H -2.21683 7.72932 1.66420
C -1.86648 6.29947 3.17508
C -0.80675 5.58080 2.33966
O -1.53091 4.78449 1.42138
C -0.71428 3.89979 0.76095
H -7.06223 4.98597 1.01344
H -7.76649 6.22437 1.84046
H -6.93943 5.05351 2.88574
H -5.23814 6.15042 3.85101
H -6.00745 7.71272 3.41878
H -3.53596 8.21432 3.97564
H -4.16674 8.81739 2.55883
H -2.55783 5.60023 3.64538
H -1.39709 6.92945 3.93065
H -0.32378 4.92040 3.05987
H 0.00877 6.13799 1.87860
H -0.19224 3.17848 1.38966
H -0.09072 4.53387 0.13069
H -1.47305 3.38093 0.17518
C -3.54696 -5.16404 -2.22993
O -3.70386 -3.85157 -1.63717
C -4.91171 -3.64632 -1.00315
C -4.78166 -2.48839 0.07698
N -3.89303 -1.32942 -0.37767
H -4.09689 -0.56710 0.25274
H -2.95290 -1.66335 -0.22029
C -4.09354 -0.58483 -1.80294
C -3.82170 0.89128 -1.66052
O -4.52206 1.47568 -0.55692
C -4.55352 2.92408 -0.44544
H -2.73463 -5.03173 -2.94457
H -4.44683 -5.43516 -2.78203
H -3.18851 -5.95523 -1.57143
H -5.25028 -4.60164 -0.60211
H -5.66196 -3.52133 -1.78393
H -4.41573 -2.89476 1.01990
H -5.67388 -1.91956 0.33862
H -5.13366 -0.76143 -2.07695
H -3.44353 -1.03871 -2.55097
H -3.99210 1.36560 -2.62699
H -2.75964 1.01701 -1.44995
H -4.46402 3.09007 0.62812
H -5.44804 3.46133 -0.76056
H -3.60593 3.35168 -0.77305
C 0.70306 -3.01055 6.35074
O 0.59137 -2.06353 5.29034
C -0.42022 -2.21441 4.40629
C -0.48189 -0.97329 3.54150
N -0.65074 0.28347 4.35747
H -0.36590 0.19514 5.32244
H 0.02858 0.90495 3.94229
C -2.03431 1.02985 4.30801
C -1.98064 2.22838 5.31042
O -1.27919 1.62448 6.42148
C -1.55390 2.26300 7.73972
H -0.14220 -2.80043 7.00607
H 1.59512 -2.99014 6.97678
H 0.46405 -3.98760 5.93079
H -1.34066 -2.22379 4.99008
H -0.40832 -3.02513 3.67781
H -1.37802 -1.03050 2.92360
H 0.34751 -0.85461 2.84428
H -2.84409 0.42242 4.71220
H -2.29539 1.16267 3.25810
H -2.95440 2.62742 5.59442
H -1.35725 2.96520 4.80388
H -1.48727 3.34439 7.62030
H -0.77767 1.94136 8.43405
H -2.58068 2.11211 8.07297
C 0.29874 2.37553 -2.76562
O -0.18298 2.08665 -4.12197
C -1.59144 1.87099 -4.08860
C -2.16134 1.95338 -5.46777
N -1.83135 3.33113 -6.16519
H -0.83656 3.44684 -6.29596
H -2.12292 3.24265 -7.12813
C -2.56842 4.60089 -5.71581
C -2.42687 5.71428 -6.65536
O -1.11437 5.98791 -7.18342
C -1.04941 7.07444 -8.19651
H -0.04662 1.74419 -1.94694
H -0.09769 3.29935 -2.34431
H 1.36659 2.59062 -2.72676
H -2.11301 2.58106 -3.44684
H -1.81211 0.90205 -3.64074
H -3.24889 1.89075 -5.43052
H -1.90570 1.08337 -6.07261
H -2.28632 4.88819 -4.70290
H -3.59836 4.27237 -5.57654
H -2.74663 6.62145 -6.14262
H -3.11299 5.50626 -7.47637
H -1.49942 6.82939 -9.15856
H 0.01797 7.23705 -8.34601
H -1.50143 7.97494 -7.78071
C -1.82349 -5.40756 0.81004
O -0.56246 -5.77596 0.24327
C -0.52758 -5.76794 -1.18750
C 0.97165 -5.89318 -1.62403
N 1.62408 -4.76391 -0.96639
H 0.97227 -3.99263 -0.98595
H 1.72389 -4.84515 0.03538
C 2.90989 -4.23260 -1.59604
C 3.35815 -3.10091 -0.68125
O 3.42201 -3.53898 0.66437
C 3.65369 -2.44291 1.47583
H -2.62770 -6.05680 0.46386
H -1.94497 -4.35813 0.54163
H -1.73562 -5.54643 1.88757
H -0.93341 -4.81030 -1.51356
H -1.17839 -6.53923 -1.59938
H 1.14552 -5.81032 -2.69688
H 1.37760 -6.81184 -1.20050
H 2.83894 -4.10270 -2.67595
H 3.67991 -5.00244 -1.64621
H 2.54730 -2.37902 -0.77870
H 4.34238 -2.76585 -1.00856
H 3.55714 -2.74318 2.51920
H 2.91696 -1.67682 1.23412
H 4.63809 -1.98921 1.36084
B 2.33325 1.46404 4.37534
F 2.19583 0.45554 3.44963
F 1.80882 2.51272 3.77716
F 1.60854 1.19381 5.49191
F 3.66994 1.57049 4.64476
B -4.63347 -0.93816 3.45503
F -4.82109 0.38900 3.56147
F -3.63262 -1.18830 2.65941
F -4.41591 -1.43058 4.65938
F -5.67821 -1.64314 2.85451
*
```